[1]
7 unconnected molecules or ions with the total composition C22H61N11O10 in a non-equilibrium geometry. Source: the OMol25 dataset; level of theory: wB97M-V/def2-TZVPD.

As for the SMILES: COCCNCCOC.COCCNCCOC.COCCNCCOC.NC(N)=O.NC(N)=O.NC(N)=O.NC(N)=O. The LUMO energy comes out at 0.221 eV. As for the net charge: 0.

Last column: Löwdin charge in e.
Element x y z (Å)
1 O -3.0293 11.4159 20.9028  0.022
2 O -2.7129 9.6455 24.9550  -0.227
3 O -6.4707 9.8488 23.9434  0.095
4 O -3.2402 7.4979 20.7759  -0.019
5 O -3.5172 3.7687 22.3327  -0.010
6 O -5.4026 9.7748 17.4463  -0.191
7 O -8.0331 7.0919 20.6197  -0.174
8 O -2.0642 5.2486 16.8131  -0.167
9 O -7.4368 1.7624 19.7375  -0.190
10 O -2.8302 4.8151 27.3662  -0.199
11 N -8.0603 10.7630 22.8772  0.200
12 N -1.4608 4.3696 21.7673  0.179
13 N -3.8771 13.0869 21.9226  0.187
14 N -6.1114 10.5596 21.9386  0.185
15 N -1.7774 13.0175 21.8655  0.193
16 N -2.7655 8.0022 18.1259  -0.043
17 N -1.6647 2.6047 23.0254  0.168
18 N -3.5131 8.9163 22.5067  0.215
19 N -3.3515 6.8616 22.8344  0.226
20 N -6.4231 4.7081 19.8115  -0.060
21 N -3.8014 6.8548 25.8358  -0.086
22 C -6.2976 2.3380 19.0599  -0.175
23 C -1.0916 5.4195 17.8160  -0.131
24 C -8.8357 8.0883 20.0481  -0.115
25 C -8.0222 0.7465 19.0385  -0.175
26 C -1.9885 10.7722 25.3919  -0.100
27 C -3.3846 7.3521 16.9893  -0.239
28 C -3.7223 9.2215 25.9030  -0.210
29 C -2.2795 3.5839 22.4072  -0.731
30 C -6.8983 10.3182 22.9675  -0.859
31 C -5.7214 3.4372 19.9724  -0.192
32 C -4.3052 10.1296 18.2409  -0.219
33 C -4.5461 5.6156 25.8861  -0.182
34 C -6.6805 7.1214 20.2650  -0.215
35 C -4.6081 8.0707 25.5786  -0.191
36 C -5.9712 5.8049 20.6124  -0.219
37 C -3.3574 7.8011 21.9831  -0.765
38 C -2.8690 12.4604 21.5231  -0.815
39 C -6.5692 10.4082 17.8292  -0.124
40 C -2.0535 3.7928 27.8353  -0.135
41 C -3.5279 4.5481 26.1768  -0.220
42 C -2.9529 9.4531 17.9578  -0.190
43 C -3.3370 5.8620 17.0312  -0.196
44 H -3.7294 5.6872 18.0329  0.110
45 H -8.6293 10.6970 23.7090  0.141
46 H -0.6090 6.3963 17.7835  0.081
47 H -9.7938 7.7334 20.4281  0.095
48 H -6.3607 7.4815 19.2872  0.122
49 H -2.4200 11.6114 24.8464  0.073
50 H -3.4970 7.0788 23.8099  0.072
51 H -4.3248 10.1206 26.0321  0.122
52 H -1.2464 4.1804 28.4568  0.093
53 H -5.0509 5.4682 24.9314  0.128
54 H -6.7202 10.2072 18.8899  0.053
55 H -8.8392 0.3321 19.6291  0.087
56 H -5.3068 8.1718 26.4091  0.129
57 H -8.2697 11.2207 22.0015  0.123
58 H -0.9531 10.7023 25.0586  0.093
59 H -4.7867 12.6558 21.8391  0.108
60 H -4.0319 5.3986 16.3308  0.124
61 H -8.4250 1.0234 18.0642  0.083
62 H -4.5238 10.0090 19.3019  0.096
63 H -4.8920 5.9223 20.5150  0.090
64 H -7.5018 10.1303 17.3383  0.091
65 H -8.7493 7.9932 18.9657  0.088
66 H -8.6701 9.1383 20.2896  0.059
67 H -5.2563 5.7200 26.7063  0.120
68 H -6.3911 11.4514 17.5684  0.091
69 H -7.3492 -0.0881 18.8419  0.081
70 H -7.4172 4.6559 19.9818  0.110
71 H -6.5394 10.5797 21.0239  0.083
72 H -3.1692 9.0965 26.8339  0.123
73 H -4.0569 11.1698 18.0302  0.118
74 H -2.2258 1.9396 23.5382  0.121
75 H -2.9272 7.8336 16.1249  0.118
76 H -1.4762 3.3517 27.0227  0.082
77 H -0.4909 4.0896 21.7362  0.112
78 H -4.4152 7.6954 16.8997  0.106
79 H -2.7042 3.0472 28.2923  0.094
80 H -5.1448 10.2786 22.0213  0.067
81 H -1.4227 5.2927 18.8468  0.057
82 H -5.5536 1.5533 18.9227  0.114
83 H -4.6580 3.5195 19.7475  0.108
84 H -0.8858 12.6563 21.5576  0.134
85 H -3.1985 6.9573 26.6396  0.108
86 H -5.0614 8.2297 24.6002  0.094
87 H -2.5805 9.7346 16.9728  0.110
88 H -6.2598 7.8880 20.9158  0.101
89 H -6.0751 5.5904 21.6761  0.116
90 H -2.1932 9.9180 18.5862  0.107
91 H -3.7332 13.7839 22.6392  0.121
92 H -1.7509 5.1241 21.1617  0.100
93 H -6.6474 2.7092 18.0966  0.120
94 H -3.2606 7.7471 18.9685  0.046
95 H -3.6404 9.0472 23.5000  0.078
96 H -4.0327 3.6156 26.4292  0.121
97 H -1.7924 13.9368 22.2834  0.120
98 H -0.4156 4.5646 17.8003  0.078
99 H -0.6791 2.4224 22.9004  0.111
100 H -2.8342 4.3475 25.3604  0.116
101 H -3.4705 9.7355 21.9175  0.081
102 H -3.1782 5.9319 22.4797  0.073
103 H -2.1171 11.1001 26.4234  0.088
104 H -5.7550 3.1945 21.0345  0.107

Force components x, y, z for each atom (eV/Å):
0.893 -1.319 -0.853
-0.024 -1.283 0.729
2.429 -2.947 5.874
0.247 0.913 -0.402
1.289 -0.519 0.986
0.179 -2.052 -1.160
0.124 -0.282 -0.310
-0.423 0.007 0.258
0.834 1.183 0.328
-0.185 2.699 0.048
-6.590 2.268 -1.129
2.873 1.917 -1.626
-6.207 4.013 2.760
1.716 0.921 -3.257
5.921 1.935 0.991
-0.474 0.846 -0.484
0.576 -2.711 2.054
-1.277 7.558 1.153
0.149 -4.468 3.342
-0.243 0.242 -1.296
-0.368 0.705 -1.933
-0.629 0.037 1.570
0.150 -0.313 0.611
-0.496 -1.417 -0.281
-0.688 -1.289 -0.434
-0.658 0.933 -1.221
-0.068 1.162 -0.948
1.009 2.644 0.253
-4.026 0.905 -1.335
3.365 -0.046 -1.215
-0.688 0.268 -0.189
1.187 0.297 0.131
0.968 0.935 0.475
1.901 0.251 1.512
1.815 -0.424 1.705
0.385 0.310 0.237
0.513 -3.754 -4.795
-0.186 -4.422 -2.501
0.192 0.885 0.255
0.865 -0.683 -0.468
-0.635 -1.791 0.608
0.719 -0.587 -0.006
0.232 -0.044 0.424
0.109 -0.863 0.390
-0.333 0.189 -0.623
0.194 -0.142 -0.205
-0.500 0.805 -0.516
-0.903 -0.345 -0.775
0.089 0.462 -0.235
0.473 -0.891 0.137
-0.511 0.002 0.200
-0.530 0.071 0.638
-0.030 -0.279 0.060
-0.208 0.499 0.396
-0.081 0.149 0.072
-1.012 -0.064 -0.370
-0.976 0.173 0.696
0.030 -0.234 0.419
0.094 0.052 0.065
0.156 0.108 -0.138
-0.113 0.410 -0.225
-0.219 0.018 0.197
0.003 0.306 -0.380
0.472 -0.682 -0.510
-0.385 0.148 -0.271
0.452 0.091 0.595
-0.522 -0.605 0.075
-0.537 0.626 0.689
0.432 -0.193 0.020
-0.126 -0.732 -0.139
0.567 -0.003 -0.107
-0.237 -0.450 0.373
-0.250 0.583 0.382
0.215 0.104 -0.198
0.319 -0.577 -0.501
-0.122 -0.514 -0.381
-0.132 0.540 -0.196
-0.548 -0.458 -0.018
0.376 -0.344 0.380
-0.453 -0.343 -0.307
-1.051 0.389 0.165
0.130 -0.130 -0.155
0.025 0.505 -0.194
-0.286 0.031 0.053
-0.169 0.081 0.042
-0.267 -0.709 0.147
-0.332 -0.131 -0.417
0.612 0.159 0.301
-0.356 0.100 0.527
-0.455 0.362 0.550
-0.651 -0.041 -0.152
-0.250 -0.149 0.085
0.278 0.275 -0.134
0.243 -0.169 0.438
0.455 0.186 -0.552
-0.486 -0.442 -0.691
0.281 -0.303 -0.219
0.485 0.198 -0.881
-0.399 0.006 0.162
0.047 0.275 -0.271
0.467 0.132 -0.013
-0.503 -0.049 0.604
0.241 -0.811 0.380
0.019 -0.869 0.077

---

[2]
A molecular structure, C9H10BeO6S4Sb. Source: the OMol25 dataset; level of theory: wB97M-V/def2-TZVPD.

The LUMO energy (alpha / beta) comes out at 4.813 / 3.636 eV. As for the expectation value of S²: 0.761. Its spin multiplicity is 2. As for the net charge: -2.

Last column: natural (NBO) charge in e.
Element x y z (Å)
1 Sb 2.8380 0.6337 2.9568  1.056
2 S 3.4383 2.8457 2.8714  -0.834
3 S 0.5907 2.2727 -1.9364  1.243
4 S 0.5516 0.0967 3.0116  -0.948
5 S 3.2578 -0.6903 1.0735  -0.936
6 O -0.2509 -5.7354 1.4115  -0.580
7 O -1.5956 -2.5918 -1.9379  -0.594
8 O 0.3285 -1.2962 0.1024  -0.866
9 O -1.8767 -5.3790 -1.0131  -0.554
10 O 0.8390 3.6885 -2.3668  -1.028
11 O 1.0264 -2.9388 1.8999  -0.832
12 C -1.0521 -3.0877 -0.9635  0.355
13 C -1.7129 0.8094 -1.3139  -0.638
14 C 0.2378 -3.3932 0.9944  0.252
15 C -0.3591 -4.7052 0.7708  0.360
16 C -1.2125 2.0997 -1.9393  -0.604
17 C 0.1541 3.1874 0.6856  -0.634
18 C -0.1536 -2.4853 0.0006  0.237
19 C -1.2022 -4.5238 -0.4858  0.382
20 C 0.9029 2.1747 -0.1577  -0.634
21 Be 1.2373 -1.3335 1.4764  1.526
22 H 0.6989 1.1439 0.1366  0.265
23 H -1.4654 2.1540 -3.0008  0.211
24 H -1.5968 3.0037 -1.4655  0.213
25 H -1.2190 -0.0708 -1.7233  0.253
26 H -2.7846 0.7033 -1.4874  0.202
27 H 0.2491 4.1858 0.2526  0.212
28 H 1.9826 2.3153 -0.0705  0.251
29 H -1.5358 0.7831 -0.2387  0.224
30 H 0.5878 3.1963 1.6846  0.248
31 H -0.9036 2.9371 0.7722  0.194

Force components x, y, z for each atom (eV/Å):
0.029 0.071 0.126
-0.046 -0.038 -0.023
0.036 -0.105 0.114
0.048 -0.079 -0.095
0.071 -0.054 0.000
0.004 0.019 -0.031
0.017 -0.056 -0.006
-0.095 0.118 -0.037
0.010 0.009 0.021
-0.012 0.121 -0.044
-0.024 0.063 -0.043
-0.061 0.021 -0.016
0.033 -0.011 0.087
0.026 -0.055 0.028
-0.014 -0.010 0.070
0.105 -0.014 -0.027
0.026 0.073 -0.107
-0.002 -0.042 -0.011
-0.009 -0.039 -0.059
-0.013 -0.024 -0.062
0.051 0.016 0.108
-0.026 -0.023 -0.031
0.007 0.002 0.006
-0.034 0.012 0.072
-0.035 0.008 -0.073
-0.023 -0.023 -0.007
-0.003 -0.002 0.010
-0.002 0.012 -0.040
-0.025 0.050 0.013
-0.012 -0.002 0.031
-0.027 -0.018 0.028

---

[3]
H4N3P in the gas phase in a non-equilibrium geometry. Source: the OMol25 dataset; level of theory: wB97M-V/def2-TZVPD.

As for the SMILES: Pn1[nH][nH]1. The LUMO energy comes out at 0.860 eV. As for the net charge: 0.

Last column: natural (NBO) charge in e.
Element x y z (Å)
1 P -1.3255 0.0002 -0.0689  0.426
2 N 0.2863 0.0021 0.6101  -0.397
3 N 1.2942 0.6979 -0.0959  -0.304
4 N 1.2928 -0.6992 -0.0939  -0.303
5 H -1.7402 1.0135 0.7934  -0.025
6 H 0.9679 1.1353 -0.9716  0.314
7 H -1.7385 -1.0126 0.7950  -0.025
8 H 0.9631 -1.1372 -0.9682  0.314

Force components x, y, z for each atom (eV/Å):
0.264 0.001 -0.674
-0.708 -0.005 1.120
0.873 2.134 -0.431
0.852 -2.129 -0.426
-0.319 0.324 0.184
-0.329 -0.625 0.021
-0.316 -0.322 0.183
-0.318 0.623 0.023

---

Looking at ΔE to the lowest compared entry with this formula, charge and spin for the records above, in order, we have 118.1, 0.0, 65.0 kcal/mol.